1.
This record from the OMol25 dataset describes a cluster of 2 separate species, C6H10O2 in total in a non-equilibrium geometry. The level of theory is wB97M-V/def2-TZVPD.

XYZ file:
```
18
Properties=species:S:1:pos:R:3:forces:R:3
C 1.36939 2.22882 -0.41487 1.343 -0.454 -0.288
C 0.38717 1.41434 0.33253 -0.621 0.335 -0.199
C 4.33272 -1.50053 -0.02184 0.015 0.394 0.148
C -1.31231 -1.42768 -0.55353 0.860 0.109 -0.644
C -0.78830 -0.85138 0.77164 2.713 -0.371 -0.273
C 0.38047 0.08542 0.29553 -1.761 -0.522 2.045
O 4.47762 -0.45440 0.36956 0.046 -0.359 -0.132
O 1.39431 -0.59012 -0.30623 0.851 -1.480 -0.247
H 0.93188 3.07342 -1.06219 0.654 -1.389 1.053
H 1.87103 1.40311 -1.02049 0.107 1.931 0.288
H -0.28662 2.01446 0.91550 -0.861 -0.511 0.182
H 2.05516 2.63082 0.39542 -0.292 -0.030 -1.430
H -0.67686 -0.92096 -1.34531 -0.755 -1.319 0.533
H -2.29664 -1.07034 -0.78596 -0.779 -0.356 0.039
H -1.19638 -2.55416 -0.53741 -0.468 1.399 -0.522
H -1.46604 -0.38832 1.48265 -0.169 0.109 -0.311
H -0.31046 -1.74309 1.26654 -0.346 0.984 0.170
H 1.49581 -1.52384 0.02478 -0.537 1.529 -0.412
```
Forces are in eV/Å.

multiplicity = 1
charge = 0
E = -10477.1962 eV
LUMO level = 0.03026 hartree
relative energy (zero: lowest compared OMol25 entry of this formula, charge and spin) = 1.9737 eV

=====

2.
This record from the OMol25 dataset describes an isolated molecule of C6H10O2 in a non-equilibrium geometry. The level of theory is wB97M-V/def2-TZVPD.

XYZ file:
```
18
Properties=species:S:1:pos:R:3:forces:R:3
C -0.73142 -0.71554 0.41399 0.182 -0.571 -0.201
C 0.29801 -0.73600 -0.56751 -0.549 0.179 0.749
C -0.43091 -0.68872 1.89379 0.041 0.269 -0.010
C 1.67274 -0.26268 -0.27696 -0.115 0.122 -0.062
C -1.02380 0.90948 -0.17126 0.749 0.371 -1.273
C -0.31504 1.12091 -1.77664 -0.442 0.142 0.667
O -0.59960 1.83105 0.54795 0.187 -0.259 0.110
O -0.83792 0.88805 -2.82280 0.081 -0.054 0.071
H -1.60012 -1.31375 0.15518 0.055 0.019 -0.045
H 0.10907 -1.24628 -1.50369 -0.099 0.152 -0.061
H -2.04711 0.82010 -0.55356 -0.029 -0.381 0.217
H 0.52127 1.83950 -1.62852 0.088 0.024 -0.077
H 0.14981 -1.56241 2.19669 -0.055 -0.039 -0.067
H 0.12989 0.20626 2.16045 -0.007 0.049 -0.050
H 2.28146 -0.19221 -1.17669 -0.014 0.000 0.029
H -1.35765 -0.67388 2.46767 0.039 -0.019 -0.040
H 2.16107 -0.94338 0.42699 -0.063 0.025 0.021
H 1.62025 0.71948 0.21491 -0.048 -0.028 0.020
```
Forces are in eV/Å.

multiplicity = 1
charge = 0
E = -10475.2858 eV
LUMO level = -0.01762 hartree
relative energy (zero: lowest compared OMol25 entry of this formula, charge and spin) = 3.8841 eV

=====

3.
This record from the OMol25 dataset describes an isolated molecule of C6H10O2S2 in a non-equilibrium geometry. The level of theory is wB97M-V/def2-TZVPD.

XYZ file:
```
20
Properties=species:S:1:pos:R:3:forces:R:3
C 1.74712 -0.26218 0.46184 -0.389 0.549 -1.996
C -1.71034 0.68313 0.28591 0.208 -0.838 -0.047
C -2.03966 -0.53218 1.22763 2.620 2.769 -0.812
C -1.67477 0.26799 -1.19490 -0.561 -0.854 -0.220
C 0.35570 -1.01484 -0.09116 2.551 2.208 0.542
C 3.08264 0.66954 0.11901 -3.009 -0.487 -1.467
O 1.61638 -1.57634 -0.04790 1.175 -0.830 0.106
O 0.64269 -0.00658 -2.57416 1.354 0.879 -0.576
S -0.77786 -1.73556 1.08194 1.246 -1.484 -0.238
S -0.22404 -0.83784 -1.76452 -2.468 0.262 0.657
H 1.60028 -0.27784 1.47571 -0.231 -0.032 2.667
H -2.54673 1.35689 0.34684 -0.142 0.683 0.333
H -0.74929 1.16007 0.53490 -0.601 0.022 0.208
H -2.11748 -0.29019 2.25870 -0.079 0.646 0.840
H -2.91715 -0.91227 0.91205 -3.054 -1.445 -1.024
H -2.55652 -0.36618 -1.40521 0.231 0.223 0.089
H -1.78849 1.14302 -1.87372 0.679 -0.641 0.347
H 3.11214 1.71724 0.56960 -0.882 -1.280 -0.896
H 3.11385 0.64597 -1.03812 0.786 0.214 2.110
H 3.83151 0.16816 0.71557 0.567 -0.565 -0.623
```
Forces are in eV/Å.

multiplicity = 1
charge = 0
E = -32145.5451 eV
LUMO level = 0.02151 hartree
relative energy (zero: lowest compared OMol25 entry of this formula, charge and spin) = 4.0391 eV

=====

4.
This record from the OMol25 dataset describes a cluster of 2 separate species, C6H10O3 in total in a non-equilibrium geometry. The level of theory is wB97M-V/def2-TZVPD.

XYZ file:
```
19
Properties=species:S:1:pos:R:3:forces:R:3
O 7.08626 -0.71562 0.78487 -0.102 -0.722 -1.201
C 6.71779 -1.64164 0.11707 -0.986 -0.004 1.529
O 5.53603 -1.59870 -0.58726 0.805 0.181 0.229
C 4.95266 -2.76704 -1.09510 0.063 0.109 0.131
C 3.62548 -3.26732 -0.54629 -0.080 -0.079 0.185
C 3.19095 -3.58546 -2.01025 -0.160 -0.200 -0.134
C 4.52399 -3.02924 -2.51660 -0.074 0.132 -0.322
C 5.67192 -3.79326 -1.90203 0.220 -0.137 0.053
H 7.12908 -2.66676 0.18445 0.188 0.287 -0.452
H 3.67805 -4.10057 0.16821 -0.027 0.208 -0.181
H 3.02788 -2.45418 -0.11691 0.196 -0.189 -0.097
H 2.32480 -2.99415 -2.32886 0.220 -0.166 0.092
H 3.01163 -4.64536 -2.23849 0.033 0.284 0.043
H 4.67290 -2.42007 -3.40810 -0.007 -0.182 0.292
H 6.65406 -3.48954 -2.26701 -0.265 -0.078 0.083
H 5.57436 -4.85501 -1.65912 0.024 0.284 -0.069
O 4.65934 0.60349 -2.04625 -0.038 -0.935 0.887
H 4.76868 -0.09819 -1.34415 0.000 1.135 -1.053
H 4.17703 0.15574 -2.74788 -0.011 0.070 -0.013
```
Forces are in eV/Å.

multiplicity = 1
charge = 0
E = -12524.6534 eV
LUMO level = 0.02757 hartree
relative energy (zero: lowest compared OMol25 entry of this formula, charge and spin) = 2.1193 eV
SMILES = O=CO[C@@]12CC[C@@H]1C2.O